Version w
C2H7N3 | ωB97M-V/def2-TZVPD

Cartesian coordinates (Å):
H: -2.236 0.534 0.431
N: -2.147 -0.332 -0.027
C: -0.946 -0.769 -0.075
N: 0.129 0.037 -0.109
C: 1.455 -0.545 0.036
N: -0.026 1.390 -0.071
H: -0.665 -1.881 -0.069
H: 2.188 0.346 -0.079
H: 1.615 -1.270 -0.914
H: 1.545 -1.016 0.978
H: -0.652 1.683 -0.820
H: -0.258 1.822 0.719

## Properties
E_LUMO ... 0.923 eV
Kohn-Sham gap ... 9.56 eV
Charge ... 0
SMILES string ... [H]/N=C\N(C)N
HOMO level ... -8.636 eV

---

Version x
C2H7N3 | ωB97M-V/def2-TZVPD

Cartesian coordinates (Å):
H: 1.544 -1.084 0.222
N: 1.049 -0.469 0.906
C: 0.014 0.092 0.446
C: -0.686 1.105 1.394
N: -0.404 0.109 -0.872
N: 0.090 -0.844 -1.723
H: -1.934 1.063 1.161
H: -0.415 0.659 2.544
H: -0.274 2.314 1.090
H: -1.292 0.488 -1.098
H: 1.019 -0.434 -1.929
H: 0.246 -1.761 -1.207

## Properties
E_LUMO ... 0.891 eV
Kohn-Sham gap ... 10.25 eV
Charge ... 0
SMILES string ... [H]/N=C(/C)NN
HOMO level ... -9.355 eV

---

Which is the most stable structure? version w is the most stable.

---

Version w
C8H8N2OS | ωB97M-V/def2-TZVPD

Cartesian coordinates (Å):
C: 0.249 3.112 0.005
S: 1.201 1.540 -0.070
C: -0.016 0.282 0.078
C: -1.371 0.635 0.258
C: -2.368 -0.309 0.183
C: -2.062 -1.647 0.093
C: -0.667 -1.997 0.118
C: 0.322 -1.078 0.016
N: 1.573 -1.639 0.045
C: 2.717 -1.083 -0.323
N: 3.243 -0.107 -0.855
O: 3.946 -1.407 -0.175
H: 0.861 3.915 -0.038
H: -0.320 3.085 0.992
H: -0.513 3.102 -0.812
H: -1.600 1.672 0.101
H: -3.458 0.066 0.118
H: -2.854 -2.402 -0.035
H: -0.446 -3.105 0.098
H: 1.563 -2.634 0.204

## Properties
E_LUMO ... 0.648 eV
Kohn-Sham gap ... 8.81 eV
Charge ... 0
SMILES string ... CSc1ccccc1NC1=NO1
HOMO level ... -8.166 eV

---

Version x
C8H8N2OS | ωB97M-V/def2-TZVPD

Cartesian coordinates (Å):
C: -1.973 -1.593 -0.107
C: 0.163 0.532 1.543
C: -0.212 -0.687 1.185
C: -0.741 1.445 -0.581
C: -0.616 0.078 -1.246
C: 0.286 1.610 0.528
C: 2.149 -0.134 -0.314
C: -0.624 -1.066 -0.214
N: -3.045 -1.977 -0.008
N: 2.684 -1.156 -0.109
O: 2.979 -2.312 -0.150
S: 2.030 1.530 -0.165
H: 0.457 0.752 2.558
H: -0.282 -1.480 1.917
H: -0.628 2.228 -1.333
H: -1.731 1.546 -0.130
H: -1.444 -0.061 -1.944
H: 0.305 0.032 -1.832
H: 0.241 2.607 0.969
H: 0.000 -1.894 -0.568

## Properties
E_LUMO ... 0.183 eV
Kohn-Sham gap ... 9.25 eV
Charge ... 0
HOMO level ... -9.064 eV

---

Which is the most stable structure? version x is the most stable.

---

Version w
C10H15N2O | ωB97M-V/def2-TZVPD

Cartesian coordinates (Å):
N: 0.459 -2.877 1.847
C: 1.342 -1.742 1.128
C: 0.678 -0.382 1.156
C: 0.307 0.050 -0.066
N: -0.616 1.026 -0.278
C: -0.736 1.855 -1.444
C: -1.776 2.895 -1.191
C: -2.254 2.620 0.261
C: -1.393 1.549 0.793
O: -1.380 1.242 1.970
C: 0.948 -0.882 -1.143
C: 2.353 -1.324 -1.184
C: 1.421 -2.129 -0.344
H: 0.971 -3.845 1.923
H: 0.330 -2.336 2.754
H: -0.418 -2.979 1.333
H: 2.285 -1.759 1.522
H: 0.418 0.098 2.194
H: -0.949 1.172 -2.349
H: 0.203 2.383 -1.708
H: -2.673 2.815 -1.809
H: -1.200 3.886 -1.168
H: -3.233 2.093 0.275
H: -2.388 3.588 0.940
H: 0.331 -1.018 -2.095
H: 2.647 -1.787 -2.191
H: 3.107 -1.062 -0.530
H: 1.220 -3.149 -0.595

## Properties
E_LUMO ... -3.334 eV
Kohn-Sham gap ... 8.72 eV
Charge ... +1
SMILES string ... [NH3+][C@@H]1C=C(N2CCCC2=O)[C@H]2C[C@@H]12
HOMO level ... -12.049 eV

---

Version x
C10H15N2O | ωB97M-V/def2-TZVPD

Cartesian coordinates (Å):
C: -0.846 0.734 -0.594
C: -1.285 -0.106 0.363
C: 0.903 -0.252 0.341
C: -2.875 -0.677 2.574
C: 2.362 -0.686 0.638
C: 3.237 -0.032 -0.384
C: 2.747 1.320 -0.846
C: 1.405 1.326 -1.476
C: -3.811 -1.286 0.298
C: -3.005 -0.293 1.155
N: 0.551 0.655 -0.544
N: -0.219 -0.723 0.962
O: -1.869 -0.968 3.193
H: -1.368 1.450 -1.096
H: -4.015 -0.755 2.958
H: 2.447 -0.666 1.780
H: 2.417 -1.778 0.230
H: 4.351 0.143 -0.063
H: 3.071 -0.674 -1.243
H: 2.632 1.982 0.013
H: 3.445 1.712 -1.499
H: 1.040 2.340 -1.457
H: 1.568 0.946 -2.465
H: -4.920 -1.262 0.548
H: -3.588 -1.194 -0.751
H: -3.548 -2.332 0.475
H: -3.410 0.730 0.899
H: -0.344 -1.429 1.651

## Properties
E_LUMO ... -2.570 eV
Kohn-Sham gap ... 10.90 eV
Charge ... +1
HOMO level ... -13.473 eV

---

Version y
C10H15N2O | ωB97M-V/def2-TZVPD

Cartesian coordinates (Å):
C: 2.873 -0.317 0.916
C: 1.923 0.348 -0.123
C: 1.565 1.716 0.271
C: 0.260 2.114 -0.417
O: -0.256 3.127 -0.636
C: -0.453 0.467 -0.765
N: -1.658 0.107 -0.215
C: -2.661 -0.701 -0.732
C: -3.674 -0.790 0.144
C: -3.276 -0.080 1.325
C: -2.056 0.524 1.051
N: 0.680 -0.424 -0.226
C: 0.855 -1.707 -1.044
H: 2.804 0.223 1.944
H: 3.994 -0.039 0.633
H: 2.734 -1.388 0.940
H: 2.283 0.452 -1.166
H: 2.290 2.450 -0.023
H: 1.330 1.722 1.296
H: -0.283 0.344 -1.817
H: -2.819 -1.097 -1.789
H: -4.433 -1.472 -0.029
H: -3.843 0.156 2.219
H: -1.441 1.324 1.447
H: 0.447 -0.798 0.757
H: 0.029 -2.513 -1.134
H: 1.044 -1.382 -2.049
H: 1.742 -2.366 -0.777

## Properties
E_LUMO ... -2.883 eV
Kohn-Sham gap ... 9.24 eV
Charge ... +1
SMILES string ... C[C@@H]1CC(=O)[C@H](n2cccc2)[N@H+]1C
HOMO level ... -12.123 eV

---

Which is the most stable structure? version x is the most stable.

---

Version w
C24H41N8O8PScSe2 | ωB97M-V/def2-TZVPD

Cartesian coordinates (Å):
Sc: 0.709 -0.729 -0.094
C: 1.636 1.629 2.008
C: 1.042 0.470 2.804
N: 1.308 -0.836 2.180
C: 2.695 -1.349 2.217
C: 3.620 -0.686 1.201
N: 3.034 -0.586 -0.153
C: 3.401 0.655 -0.848
C: 2.617 1.862 -0.271
N: 1.459 1.449 0.553
H: 1.168 2.556 2.350
H: 2.697 1.733 2.223
H: 1.411 0.514 3.835
H: -0.045 0.581 2.837
H: 0.728 -1.526 2.645
H: 3.132 -1.239 3.216
H: 2.627 -2.410 1.984
H: 3.894 0.317 1.522
H: 4.552 -1.256 1.172
H: 3.322 -1.398 -0.698
H: 4.477 0.845 -0.796
H: 3.152 0.524 -1.902
H: 3.276 2.506 0.312
H: 2.250 2.461 -1.104
H: 0.635 1.944 0.230
O: -5.684 -2.174 -1.440
C: -4.897 -3.295 -1.045
C: -4.061 -2.892 0.174
C: -4.968 -2.366 1.295
O: -5.494 -1.078 1.031
C: -3.035 -1.859 -0.287
Se: -1.793 -1.500 1.175
C: -3.362 -4.163 0.667
Se: -1.587 -3.815 1.447
H: -6.169 -2.396 -2.240
H: -4.236 -3.601 -1.862
H: -5.543 -4.140 -0.780
H: -4.405 -2.293 2.227
H: -5.775 -3.091 1.451
H: -5.938 -1.146 0.172
H: -3.488 -0.926 -0.604
H: -2.449 -2.279 -1.104
H: -3.170 -4.849 -0.157
H: -3.971 -4.671 1.414
C: -5.212 3.892 0.644
N: -4.094 4.691 1.340
C: -3.325 5.451 0.245
N: -2.841 4.572 -0.751
C: -3.938 3.811 -1.356
N: -4.677 3.048 -0.352
C: -3.873 1.949 0.194
P: -2.329 2.513 1.065
C: -3.187 3.787 2.129
C: -1.773 3.689 -0.265
H: -5.879 4.640 0.212
H: -5.728 3.326 1.419
H: -4.522 5.371 1.969
H: -2.515 5.985 0.742
H: -4.041 6.159 -0.174
H: -3.521 3.118 -2.085
H: -4.618 4.507 -1.850
H: -3.540 1.345 -0.651
H: -4.465 1.340 0.878
H: -2.462 4.422 2.641
H: -3.798 3.285 2.880
H: -1.430 3.062 -1.091
H: -0.936 4.300 0.085
O: 2.549 -3.682 -1.643
C: 1.503 -3.181 -1.298
O: 1.251 -2.726 -0.084
C: 0.375 -2.783 -2.236
C: -0.574 -3.568 -2.799
C: -1.668 -2.893 -3.454
C: -1.928 -1.563 -3.417
C: -1.042 -0.779 -2.599
C: 0.203 -1.370 -2.184
N: -1.369 0.343 -2.009
O: -0.519 0.725 -1.001
O: -2.355 1.122 -2.272
N: -2.651 -3.746 -4.161
O: -3.727 -3.255 -4.456
O: -2.309 -4.874 -4.443
H: -0.557 -4.646 -2.755
H: -2.795 -1.140 -3.901
H: 1.072 -0.704 -2.330

## Properties
E_LUMO (alpha / beta) ... -2.586 / -2.586 eV
Kohn-Sham gap (alpha / beta) ... 6.02 / 6.02 eV
Charge ... +1
HOMO level (alpha / beta) ... -8.602 / -8.604 eV

---

Version x
C24H41N8O8PScSe2 | ωB97M-V/def2-TZVPD

Cartesian coordinates (Å):
Sc: 0.403 1.509 0.595
C: 0.155 4.768 0.673
C: -0.732 4.196 1.801
N: -0.135 2.979 2.376
C: 1.015 3.264 3.264
C: 2.106 2.205 3.159
N: 2.413 1.837 1.762
C: 3.271 2.762 1.006
C: 2.524 4.025 0.584
N: 1.125 3.775 0.162
H: 0.686 5.658 1.015
H: -0.490 5.087 -0.146
H: -1.699 3.909 1.392
H: -0.895 4.960 2.567
H: -0.845 2.505 2.926
H: 0.692 3.319 4.306
H: 1.403 4.248 3.010
H: 1.755 1.300 3.654
H: 3.001 2.563 3.679
H: 2.864 0.928 1.779
H: 3.613 2.227 0.121
H: 4.157 3.054 1.582
H: 3.088 4.509 -0.216
H: 2.506 4.731 1.412
H: 1.102 3.756 -0.853
O: -1.433 -0.235 -4.779
C: -1.913 0.649 -3.768
C: -0.734 1.447 -3.202
C: -0.156 2.296 -4.344
O: 0.740 3.277 -3.829
C: -1.276 2.404 -2.137
Se: -1.953 1.567 -0.478
C: 0.277 0.418 -2.676
Se: 1.806 1.054 -1.591
H: -2.183 -0.706 -5.153
H: -2.386 0.091 -2.954
H: -2.649 1.346 -4.185
H: -0.985 2.786 -4.869
H: 0.350 1.640 -5.055
H: 1.318 3.566 -4.540
H: -2.108 2.972 -2.557
H: -0.506 3.127 -1.886
H: 0.699 -0.107 -3.532
H: -0.263 -0.310 -2.070
C: 1.763 -4.809 -2.249
N: 2.776 -3.762 -1.766
C: 3.317 -4.223 -0.408
N: 2.264 -4.437 0.518
C: 1.322 -5.423 -0.011
N: 0.745 -5.008 -1.286
C: -0.130 -3.836 -1.140
P: 0.724 -2.317 -0.482
C: 2.161 -2.394 -1.666
C: 1.595 -3.188 0.913
H: 2.332 -5.725 -2.412
H: 1.357 -4.445 -3.192
H: 3.551 -3.730 -2.428
H: 4.003 -3.451 -0.061
H: 3.859 -5.150 -0.597
H: 0.522 -5.574 0.711
H: 1.849 -6.369 -0.152
H: -0.952 -4.090 -0.470
H: -0.590 -3.600 -2.102
H: 2.931 -1.688 -1.357
H: 1.829 -2.095 -2.662
H: 0.865 -3.410 1.693
H: 2.330 -2.515 1.359
O: -0.537 0.347 4.111
C: -0.754 -0.035 2.977
O: 0.087 0.069 1.985
C: -2.092 -0.640 2.623
C: -3.116 -0.610 3.561
C: -4.357 -1.110 3.213
C: -4.624 -1.643 1.966
C: -3.577 -1.674 1.066
C: -2.320 -1.188 1.370
N: -3.812 -2.216 -0.281
O: -2.836 -2.377 -0.996
O: -4.948 -2.481 -0.595
N: -5.450 -1.068 4.208
O: -5.215 -0.525 5.266
O: -6.510 -1.559 3.887
H: -2.947 -0.194 4.544
H: -5.605 -2.014 1.712
H: -1.540 -1.201 0.625

## Properties
E_LUMO ... -2.724 eV
Kohn-Sham gap ... 7.32 eV
Charge ... +1
HOMO level ... -10.043 eV

---

Which is the most stable structure? version x is the most stable.